[1]
Computed, not measured: the molecule C20H28N2O2, with ωB97M-V with the def2-TZVPD basis set.

XYZ file:
```
52
Properties=species:S:1:pos:R:3:forces:R:3:nbo_charge:R:1
O -0.03985 1.18855 -2.63081 -0.03 0.20 -0.45 -0.629
O -2.16951 -1.16539 2.11920 -0.15 -0.06 0.13 -0.618
N -1.43786 -0.90172 -0.04938 0.11 0.15 -0.24 -0.443
N 0.68567 0.84200 -0.51940 0.23 0.03 0.28 -0.630
C -3.42612 1.64364 1.60919 0.11 -0.14 -0.01 -0.186
C 2.27574 2.24813 0.70190 0.20 -0.04 0.01 -0.407
C -0.93539 -2.24629 -0.28998 0.05 -0.50 0.35 -0.032
C -3.12846 -2.96625 -1.38302 0.13 -0.11 0.18 -0.609
C 3.01497 0.81028 -1.33870 -0.27 -0.13 -0.04 -0.419
C -2.38591 1.14797 -0.51665 -0.26 -0.14 0.56 -0.001
C 3.88035 -0.73905 0.52959 -0.32 -0.14 -0.02 -0.393
C 0.09199 -2.64248 0.77012 -0.08 0.04 -0.13 -0.614
C -1.53395 0.06873 -1.11620 0.13 0.19 -0.40 -0.143
C -3.58302 3.17588 -0.24862 0.04 0.01 -0.10 -0.186
C -2.67260 0.80757 0.80351 -0.18 0.40 -0.46 -0.094
C -0.20097 0.73788 -1.51762 -0.31 -0.53 0.35 0.686
C -3.87832 2.83467 1.06527 -0.04 0.01 0.13 -0.214
C -2.08885 -3.26026 -0.30852 0.02 0.20 -0.25 -0.409
C -2.09593 -0.52423 1.09042 0.02 0.02 0.20 0.652
C 1.90549 1.62463 -0.65217 0.08 0.27 -0.27 -0.042
C 3.18205 -0.61695 -0.82182 0.31 0.12 0.04 -0.403
C 3.38687 1.56328 1.49848 -0.27 0.01 0.09 -0.402
C -2.82828 2.33800 -1.05716 0.02 0.00 -0.05 -0.202
C 3.23053 0.05143 1.66313 0.38 0.06 -0.04 -0.403
H 3.77046 -1.17578 -1.55374 -0.07 -0.04 -0.03 0.211
H 0.46586 -3.64217 0.56551 0.08 -0.11 -0.04 0.212
H 4.91654 -0.40702 0.42661 0.07 -0.02 0.03 0.194
H 4.35261 1.76763 1.03314 0.08 0.03 0.03 0.196
H 2.75020 0.75054 -2.39645 0.05 0.08 -0.01 0.228
H 3.40500 2.03173 2.48545 0.08 0.04 -0.03 0.213
H 2.19984 -1.09029 -0.77716 0.00 -0.07 -0.05 0.197
H -2.56436 -3.25357 0.67319 0.07 -0.08 0.05 0.224
H 3.95521 1.35643 -1.26176 0.10 0.07 -0.06 0.204
H -1.97179 -0.35746 -2.02530 0.08 0.03 0.09 0.238
H 2.58327 3.28202 0.53241 -0.09 0.03 0.01 0.217
H -2.66610 -2.92459 -2.36807 -0.01 0.02 -0.14 0.199
H -3.63052 -2.02033 -1.19011 -0.08 0.11 -0.04 0.202
H 2.17482 -0.21005 1.75608 -0.12 -0.08 0.09 0.185
H -0.45503 -2.22371 -1.27632 -0.06 0.02 0.08 0.202
H 0.93501 -1.95658 0.77551 0.12 0.07 0.01 0.198
H -3.88327 -3.74881 -1.39454 -0.11 -0.01 -0.06 0.217
H 1.36998 2.28584 1.31323 -0.01 0.09 0.01 0.205
H -1.66609 -4.25273 -0.47383 0.04 -0.03 0.07 0.205
H -2.59082 2.60349 -2.07578 0.03 0.05 -0.12 0.232
H 3.71527 -0.24824 2.59552 -0.11 -0.03 0.03 0.213
H 1.64389 2.43714 -1.34292 0.05 -0.14 0.15 0.224
H 0.47391 0.42440 0.37399 -0.12 -0.02 -0.12 0.410
H -3.94802 4.11016 -0.64870 -0.03 0.08 -0.03 0.217
H 3.90457 -1.79648 0.80605 0.09 -0.02 0.00 0.207
H -3.64682 1.36293 2.62733 -0.03 -0.03 0.12 0.231
H -0.37365 -2.63293 1.75159 0.02 -0.02 0.04 0.243
H -4.46865 3.50838 1.66834 -0.05 0.05 0.05 0.217
```
Positions in Å, forces in eV/Å.

Calculated values
spin multiplicity	1
highest occupied orbital energy	-9.184	eV
SMILES string	CC[C@H](C)N1C(=O)c2ccccc2[C@H]1C(=O)NC1CCCCCC1

---

[2]
Computed, not measured: a structure of composition C20H28N2O7S2Sr, with ωB97M-V with the def2-TZVPD basis set.

XYZ file:
```
60
Properties=species:S:1:pos:R:3:forces:R:3:nbo_charge:R:1
Sr -1.88995 -0.32970 0.19164 -0.09 -0.12 0.04 1.843
S -0.79963 1.09154 -2.15648 0.04 0.00 0.04 -0.518
S -0.47946 1.16180 3.21950 -0.02 0.01 -0.08 1.249
O -4.12354 -0.10972 -1.27633 -0.02 0.09 0.00 -0.645
O -3.67758 1.60039 0.78192 -0.01 -0.10 0.01 -0.573
O -3.17542 -0.68921 2.18898 -0.03 0.10 -0.04 -0.897
O -0.29383 0.61510 1.81500 0.01 0.08 0.08 -1.084
O -4.34167 0.14926 3.91217 0.01 0.04 0.02 -0.672
O -5.36311 1.40721 -2.35865 -0.02 0.00 -0.02 -0.658
O -0.35117 -1.92810 -0.75312 -0.02 -0.02 -0.03 -0.821
N 1.61506 1.50333 -1.06679 0.00 0.01 0.02 -0.416
N 1.25384 -0.63140 -1.75672 0.08 -0.08 -0.04 -0.667
C 0.51064 -1.05131 4.22163 -0.01 -0.02 -0.03 -0.417
C 1.14433 -2.96918 -2.26269 0.03 0.00 -0.01 -0.060
C -3.98266 0.12814 2.74272 0.02 -0.04 -0.02 0.752
C 2.19774 -2.85992 -3.16525 -0.01 0.00 0.00 -0.194
C 1.21746 1.30708 3.84982 0.00 -0.02 -0.03 -0.605
C 2.92606 1.06965 -0.58532 0.03 0.00 0.01 -0.206
C 1.58263 3.68835 -2.27049 -0.01 -0.02 0.02 -0.619
C 2.06132 -5.21503 -3.62266 0.00 -0.01 0.00 -0.199
C -4.30386 2.11519 -0.36119 -0.02 -0.07 0.02 -0.185
C 1.01070 -5.32881 -2.72279 0.00 0.00 0.00 -0.220
C -0.79382 -0.27093 4.25918 -0.05 0.01 0.03 -0.615
C -4.60382 1.18563 1.80953 0.03 0.07 -0.05 -0.186
C 1.61899 -0.03047 4.50132 -0.01 0.01 0.02 -0.414
C 3.98551 1.01469 -1.67900 -0.01 0.00 0.03 -0.617
C 0.61446 -1.76750 -1.54367 -0.04 0.10 0.00 0.665
C 0.76987 0.59807 -1.59349 -0.07 0.06 -0.01 0.376
C 0.55408 -4.20918 -2.04494 0.00 0.01 0.01 -0.198
C 2.65461 -3.97892 -3.84292 0.00 0.00 0.00 -0.221
C 1.29046 2.92349 -0.98605 0.00 0.02 -0.01 -0.212
C -4.58374 1.00566 -1.35955 0.06 -0.02 0.06 0.788
H 0.54519 -6.29068 -2.55015 0.01 0.00 0.00 0.212
H -5.23253 2.64032 -0.12485 0.00 0.02 -0.03 0.213
H 2.64587 -1.88925 -3.32739 0.00 0.00 0.00 0.229
H 1.86884 3.33457 -0.15694 0.00 0.00 0.00 0.189
H -3.62802 2.82101 -0.85092 0.02 0.00 0.02 0.240
H 1.80163 1.56417 2.96687 0.01 -0.02 0.01 0.247
H 3.65711 0.35630 -2.48130 0.00 0.00 -0.01 0.225
H 1.71706 0.11388 5.57826 0.01 0.00 0.00 0.210
H 3.22748 1.76904 0.19670 -0.01 0.00 0.00 0.188
H 2.81272 0.08891 -0.12722 0.00 0.00 -0.02 0.223
H 4.92043 0.62444 -1.27348 0.00 0.01 0.00 0.211
H -5.48994 0.73841 1.34621 0.00 -0.02 0.00 0.184
H 2.64519 3.67616 -2.51353 0.00 0.00 0.00 0.200
H -0.26467 -4.27687 -1.34199 0.00 -0.01 0.00 0.231
H 2.41722 -6.08904 -4.15332 0.00 0.00 0.00 0.211
H 1.02679 3.24681 -3.09690 0.00 0.01 -0.01 0.229
H 0.23592 3.01695 -0.73480 -0.01 -0.01 0.00 0.228
H 0.50938 -1.85950 4.95214 0.00 0.00 0.00 0.229
H 4.18107 2.00423 -2.09205 0.00 -0.01 -0.01 0.200
H -1.02763 0.11247 5.25666 0.02 0.03 -0.01 0.230
H 2.58458 -0.36979 4.12957 0.00 0.00 0.00 0.226
H 1.26963 4.72813 -2.16254 0.01 0.01 -0.01 0.210
H -1.68079 -0.76197 3.85674 0.04 -0.05 0.01 0.301
H 0.63552 -1.49436 3.23254 0.01 0.00 0.01 0.225
H -5.44051 0.68072 -2.99717 0.01 -0.01 0.02 0.507
H 1.24866 2.14853 4.54146 0.00 0.00 0.00 0.234
H 3.47283 -3.88815 -4.54578 0.00 0.00 0.00 0.211
H -4.90353 2.05936 2.38789 -0.01 -0.01 0.01 0.199
```
Positions in Å, forces in eV/Å.

Calculated values
spin multiplicity	1
highest occupied orbital energy	-8.008	eV

---

[3]
Computed, not measured: a structure of composition C20H28N2SiTm, with ωB97M-V with the def2-TZVPD basis set.

XYZ file:
```
52
Properties=species:S:1:pos:R:3:forces:R:3:nbo_charge:R:1
Tm 0.08348 -0.01226 -0.01320 0.91 -6.27 -1.52 1.664
Si -0.16008 -1.32996 -2.88597 0.81 2.29 4.87 0.661
N 1.87641 -0.80118 1.44248 0.42 -0.29 0.40 -0.900
N -0.46719 -2.08786 1.11464 0.02 -0.28 -0.03 -0.896
C 4.17858 -0.97254 -4.58968 -0.13 -0.16 0.13 -0.205
C 2.29877 0.05421 -3.45143 0.37 -0.33 -0.15 -0.143
C 3.50815 -2.19964 -4.60208 0.16 0.04 0.18 -0.206
C 1.42764 -1.65247 2.61369 0.55 0.23 -0.31 -0.238
C -0.01031 2.13008 -0.93747 -0.13 1.51 0.54 -0.336
C 3.58365 0.14743 -3.99800 -0.27 -0.08 0.08 -0.232
C -0.85675 0.56309 -4.90337 -0.20 0.04 0.46 -0.178
C -2.87809 1.89292 -4.91524 -0.01 -0.11 0.19 -0.223
C 0.30407 1.87221 1.35213 -0.21 1.64 -0.32 -0.372
C -0.05584 -1.96474 2.53798 -0.74 -0.15 -0.16 -0.235
C -1.67291 1.52341 -5.50502 0.17 -0.06 0.12 -0.203
C -3.30643 1.24456 -3.75713 0.02 -0.32 0.25 -0.212
C -1.18065 -2.70323 -4.59275 -0.35 -1.34 -0.77 -0.864
C 1.61319 -1.17645 -3.44514 0.21 -1.02 -0.71 -0.511
C -1.08269 1.68309 1.07161 -0.14 1.81 -0.32 -0.407
C -1.23371 -0.03145 -3.67489 -0.66 -0.23 -0.82 -0.499
C 2.24634 -2.30849 -4.01518 0.13 0.56 0.07 -0.221
C -1.27904 1.85504 -0.34561 0.16 1.36 0.70 -0.380
C -2.50877 0.26356 -3.16093 0.28 0.45 -0.38 -0.231
C 0.98232 2.13330 0.10621 -1.08 1.52 0.32 -0.423
H 0.74070 1.95259 2.34899 -0.09 -0.30 -0.37 0.254
H -1.87355 -2.48766 -3.75780 0.50 0.14 -0.76 0.237
H 2.48715 -0.04559 1.76591 -0.28 -0.32 -0.03 0.413
H 4.12453 1.09746 -3.95193 -0.22 -0.33 -0.11 0.220
H 2.47778 -1.37472 0.84531 -0.06 0.12 0.07 0.403
H -0.60660 -2.50029 -1.89262 0.36 0.44 -1.72 -0.139
H -0.22798 -2.11862 -4.70743 -1.12 -0.49 -0.25 0.218
H -2.23913 1.85203 -0.86681 0.46 -0.22 0.16 0.277
H 0.14945 2.37933 -1.98260 -0.01 -0.25 0.23 0.275
H 1.65373 -1.12325 3.54032 -0.06 -0.09 -0.06 0.231
H 0.07422 0.26588 -5.39820 -0.26 0.15 0.23 0.209
H 0.08358 -2.81066 0.65321 -0.10 -0.07 -0.05 0.398
H -1.76044 -2.60995 -5.52584 0.37 -0.07 0.23 0.259
H 3.97185 -3.08140 -5.05487 -0.11 0.36 0.17 0.223
H -2.87009 -0.28417 -2.28706 0.05 0.24 -0.06 0.198
H 2.01071 -2.58124 2.62214 -0.12 0.20 -0.02 0.214
H -4.27017 1.48451 -3.30405 0.21 -0.01 -0.23 0.217
H -1.36117 1.98244 -6.44141 -0.06 -0.07 0.18 0.221
H 2.03166 2.40376 -0.01194 -0.30 -0.28 0.02 0.264
H 1.74287 -3.27975 -3.98886 0.14 0.31 -0.15 0.209
H -1.87745 1.57570 1.80674 0.25 -0.17 -0.17 0.261
H 5.17638 -0.89523 -5.01923 -0.25 0.00 0.06 0.224
H -0.84935 -3.73493 -4.41957 -0.19 0.05 -0.33 0.230
H -0.27792 -2.88548 3.09870 0.10 0.33 -0.06 0.223
H -1.43772 -2.37815 1.00247 0.12 -0.03 0.25 0.414
H -0.67040 -1.15714 2.95262 0.23 -0.11 0.11 0.210
H 1.83366 0.93684 -3.01082 0.05 -0.21 -0.11 0.202
H -3.49484 2.66908 -5.35482 0.06 -0.10 -0.03 0.224
```
Positions in Å, forces in eV/Å.

Calculated values
spin multiplicity	3
<S²>	2.004
highest occupied orbital energy (spin up / spin down)	-8.029 / -7.977	eV
net charge	+1

---

[4]
Computed, not measured: a structure of composition C20H28N2SiW, with ωB97M-V with the def2-TZVPD basis set.

XYZ file:
```
52
Properties=species:S:1:pos:R:3:forces:R:3:nbo_charge:R:1
W -0.57921 -0.64369 1.62587 2.88 3.21 -3.40 1.269
Si 1.11139 0.13191 -0.99681 3.29 -0.79 0.60 1.389
N 0.22540 -0.63116 3.54926 0.70 -0.40 1.46 -0.811
N -0.65108 1.44424 2.05639 -0.19 1.48 -0.28 -0.827
C -1.93620 -1.55826 0.10446 -1.06 -1.34 -0.19 -0.229
C -1.53399 -2.54188 1.04616 -0.82 -1.53 -0.51 -0.309
C 0.93759 -2.64152 -1.39964 -0.21 -0.20 -0.76 -0.259
C 0.50519 -1.19334 -3.32812 -0.13 -0.38 -0.13 -0.227
C 0.94875 -1.38329 -2.02285 0.40 -0.05 0.31 -0.447
C -0.40858 0.50505 4.31533 0.11 -0.64 0.75 -0.240
C 2.67726 -0.26180 0.31701 0.37 1.52 -2.84 -1.006
C 0.01301 -2.28838 -4.03124 -0.12 -0.28 -0.19 -0.184
C -0.29449 2.14011 -2.28772 0.45 0.61 0.08 -0.214
C 0.48966 4.38454 -2.70001 0.07 -0.42 -0.07 -0.186
C -0.03025 -3.55236 -3.41925 -0.09 0.13 -0.28 -0.188
C -0.53711 3.42787 -2.75035 0.25 -0.01 0.07 -0.189
C -1.99738 -2.14231 2.33761 -1.27 0.06 0.36 -0.331
C 0.98576 1.79662 -1.80281 0.09 0.03 0.84 -0.537
C 2.00540 2.75233 -1.71454 -0.24 -0.01 -0.28 -0.194
C -2.67579 -0.86037 2.18855 -1.51 -1.52 -0.33 -0.318
C 1.75823 4.03576 -2.21519 -0.20 -0.07 0.10 -0.139
C -2.62673 -0.51850 0.78186 -0.78 -0.44 1.04 -0.320
C -0.30313 1.75933 3.48086 0.10 0.72 0.11 -0.251
C 0.45006 -3.74028 -2.12058 0.13 0.49 0.19 -0.195
H 0.53395 -0.18998 -3.76670 -0.07 -0.45 0.02 0.233
H -3.08565 0.34835 0.32845 0.09 0.01 -0.02 0.279
H -1.45566 0.22582 4.53001 0.49 0.12 -0.20 0.226
H 1.29827 -2.75958 -0.37367 -0.07 -0.02 -0.36 0.207
H 1.24784 -0.51631 3.50346 -0.41 0.07 0.08 0.433
H -1.52722 3.66472 -3.13785 0.28 0.15 0.10 0.235
H 0.09192 -1.54098 4.01235 0.00 0.59 0.15 0.435
H -3.23376 -0.33682 2.96087 0.21 -0.07 -0.17 0.281
H 2.87052 -1.28789 0.64113 -0.56 0.13 -0.24 0.255
H 1.05773 -0.59898 1.03088 -0.85 -0.96 1.26 -0.138
H -1.57510 1.83442 1.82329 0.32 -0.26 0.30 0.422
H -0.45027 -4.40077 -3.96909 0.24 0.33 0.20 0.242
H -1.97178 -2.74615 3.25708 0.17 0.41 -0.55 0.289
H 2.96007 2.46856 -1.23698 -0.46 0.40 -0.53 0.223
H 0.10607 0.60929 5.28159 -0.21 0.15 -0.28 0.258
H 0.28619 5.40039 -3.04005 0.17 -0.29 0.05 0.242
H 0.44869 -4.72302 -1.65909 -0.04 0.04 -0.17 0.230
H -0.34789 -2.14879 -5.05671 0.15 -0.20 0.44 0.241
H -0.04259 1.97063 1.41945 0.10 -0.06 0.20 0.435
H -0.98966 2.53143 3.85557 0.30 -0.24 0.00 0.255
H -1.12299 1.43739 -2.24783 0.15 -0.07 -0.19 0.208
H -1.01674 -3.48005 0.81972 -0.25 0.50 0.04 0.300
H 2.86974 0.45147 1.12664 -0.20 -0.06 -0.26 0.229
H 2.55541 4.76530 -2.21444 -0.04 0.12 0.08 0.229
H -1.81791 -1.63671 -0.96641 0.37 0.09 0.03 0.301
H -0.32992 0.11025 -0.92901 -2.13 -0.31 2.61 -0.099
H 0.71305 2.18344 3.50789 -0.33 -0.25 -0.02 0.239
H 3.39397 -0.05603 -0.51480 0.35 -0.09 0.76 0.251
```
Positions in Å, forces in eV/Å.

Calculated values
spin multiplicity	3
<S²>	2.050
highest occupied orbital energy (spin up / spin down)	-14.366 / -14.385	eV
net charge	+2